No. 1
27
Properties=species:S:1:pos:R:3:forces:R:3 method="wB97M-V/def2-TZVPD" e_homo_ev=-9.5 smiles=O.O.O.O.O.O.O.O.O total_charge=0 e_above_lowest_kcal_mol=60.22 e_lumo_ev=-0.6 orbital_gap_ha=0.32824
O -0.654815 2.080815 -2.072370 -0.9 1.3 -0.9
H -0.096815 1.447815 -1.651370 0.7 -0.7 0.7
H -0.318815 2.955815 -1.838370 -0.1 -0.3 0.1
O 2.201185 2.046815 2.308630 0.5 -0.6 -1.2
H 2.208185 2.125815 3.239630 0.0 0.4 1.6
H 2.046185 1.098815 2.153630 0.4 0.0 -0.1
O -0.501815 -1.560185 1.559630 0.1 -1.3 1.1
H -0.605815 -2.427185 1.171630 0.1 -0.5 0.1
H -0.878815 -0.992185 0.914630 -0.7 1.5 -0.9
O 1.905185 -0.573185 1.473630 -1.3 2.7 1.1
H 1.006185 -0.918185 1.598630 -0.4 -0.4 0.3
H 2.393185 -1.284185 1.191630 2.1 -2.5 -1.0
O 0.060185 -2.542185 -1.637370 -1.6 1.5 1.2
H 0.223185 -3.426185 -1.839370 1.0 -2.4 -0.7
H -0.874815 -2.594185 -1.340370 0.6 0.4 -0.1
O 0.253185 0.012815 -0.634370 -1.2 -1.3 -2.0
H 0.480185 -0.854185 -1.065370 0.1 1.4 0.8
H 0.842185 0.159815 0.079630 1.4 0.1 0.9
O -1.907815 0.917815 1.311630 -2.0 -0.4 3.0
H -2.053815 0.936815 0.398630 -0.3 0.3 -2.6
H -2.820815 1.039815 1.724630 2.0 -0.2 -0.8
O -1.223815 -1.337185 -3.748370 0.0 -0.7 -0.2
H -0.678815 -1.704185 -3.046370 0.3 0.6 0.3
H -1.232815 -2.128185 -4.299370 -0.4 0.3 -0.6
O -0.041815 2.869815 1.245630 0.0 -0.7 -0.2
H 0.876185 2.583815 1.467630 -0.9 0.5 0.1
H -0.603815 2.064815 1.333630 0.5 1.0 0.0

---

No. 2
97
Properties=species:S:1:pos:R:3:forces:R:3 method="wB97M-V/def2-TZVPD" e_homo_ev=-17.0 total_charge=+3 e_above_lowest_kcal_mol=28.22 e_lumo_ev=-10.5 orbital_gap_ha=0.23877
Ta -0.073303 0.033942 -0.531145 -1.1 -0.6 0.3
C -2.498231 0.194010 -2.926261 -0.1 0.0 -0.2
C -2.672028 1.404395 -2.020249 -0.1 0.0 0.0
C -3.093277 0.847172 -0.697998 0.0 -0.1 0.2
C -4.361172 1.115917 -0.218090 0.0 0.0 0.0
C -4.948336 0.273311 0.711228 -0.1 0.1 0.0
C -4.261786 -0.867049 1.087690 0.1 -0.1 0.0
C -2.964458 -1.027645 0.654359 -0.1 0.0 -0.1
N -2.331591 -0.154015 -0.160319 0.1 0.2 -0.4
N -1.199823 -0.516059 -2.703184 0.0 0.1 0.2
C -0.307937 -0.224847 -3.859653 -0.1 0.0 0.0
C 0.556726 0.947667 -3.577814 0.1 0.1 -0.1
C 1.008052 1.752334 -4.610170 0.0 0.0 0.0
C 1.880643 2.787738 -4.336515 0.0 0.0 -0.1
C 2.274667 2.993146 -3.021898 0.0 0.0 0.1
C 1.760767 2.179194 -2.042322 0.0 0.0 -0.1
N 0.909160 1.152949 -2.296643 0.2 0.0 0.3
C -1.369340 -1.990054 -2.579549 -0.2 0.1 0.0
C 0.008217 -2.553931 -2.401436 0.1 -0.2 -0.2
C 0.417372 -3.715347 -3.029731 0.0 0.0 0.0
C 1.770978 -4.011963 -3.088805 0.0 -0.1 -0.1
C 2.675642 -3.119832 -2.536632 0.0 0.1 0.1
C 2.188835 -2.015079 -1.868232 0.1 0.0 0.0
N 0.875653 -1.746185 -1.769150 0.0 0.4 0.2
H -2.559827 0.522144 -3.961576 0.0 -0.1 0.0
H -3.315114 -0.510347 -2.764563 0.0 0.0 0.0
H -3.480976 2.018552 -2.414857 0.0 0.0 0.0
H -1.782485 2.026611 -2.026814 0.1 0.0 0.0
H -4.915987 1.947164 -0.633228 0.0 0.0 0.0
H -5.946556 0.471730 1.080408 0.0 0.0 0.0
H -4.710396 -1.613920 1.728016 0.0 0.0 0.0
H -2.397457 -1.889716 0.941310 0.0 -0.1 0.0
H -0.890551 -0.059109 -4.765241 0.0 0.0 0.0
H 0.333981 -1.076386 -4.071513 0.0 -0.1 0.0
H 0.671847 1.563027 -5.621336 0.0 0.0 0.0
H 2.240508 3.428893 -5.130943 0.0 0.0 0.0
H 2.953968 3.790222 -2.753663 0.0 0.0 0.0
H 2.018075 2.347812 -1.009184 0.0 0.0 -0.1
H -1.833294 -2.414114 -3.473970 0.0 0.0 0.0
H -2.032941 -2.203686 -1.742076 0.0 0.0 0.1
H -0.310715 -4.348887 -3.519865 0.0 0.0 0.0
H 2.113723 -4.903421 -3.598195 0.0 0.0 0.0
H 3.742487 -3.278366 -2.608980 0.0 0.0 0.0
H 2.863885 -1.314052 -1.399483 0.0 0.0 0.0
C -0.554878 -0.968879 2.106137 -0.4 -0.1 0.1
C -0.000082 0.335554 2.201568 0.0 0.6 -0.4
C 1.227833 0.298248 1.442306 1.0 -0.3 0.4
C 1.311453 -1.034481 0.895152 0.7 0.3 0.6
C 0.258057 -1.850402 1.409072 -0.1 -0.2 -0.7
C 0.190403 -3.373118 1.448583 0.0 0.0 0.0
C -1.083495 -3.973462 0.843586 0.0 0.1 0.0
C 0.230525 -3.738239 2.947861 0.1 0.0 0.0
C 1.406089 -3.998994 0.767032 0.0 0.0 0.0
C 2.598761 1.028896 1.580483 -0.1 0.2 0.0
C 2.522707 2.554284 1.707292 0.1 -0.1 0.1
C 3.543486 0.669957 0.411524 -0.2 0.0 -0.1
C 3.271762 0.453526 2.843752 0.0 0.0 -0.1
C -0.660941 1.349664 3.153048 0.0 -0.1 0.1
C -0.778987 2.802870 2.691779 0.0 0.0 -0.1
C -2.090297 0.896422 3.491915 0.0 0.0 0.0
C 0.141349 1.320732 4.472087 0.0 -0.1 0.0
H -1.448531 -1.260203 2.634855 0.1 0.0 0.0
H 2.250602 -1.429615 0.562898 0.1 -0.1 -0.2
H -1.978502 -3.690249 1.399492 0.0 0.0 0.0
H -1.027729 -5.060461 0.903559 0.0 0.0 0.0
H -1.201894 -3.711682 -0.211742 0.0 0.0 0.0
H -0.648326 -3.376374 3.483280 0.0 0.0 0.0
H 1.121746 -3.335338 3.431899 0.0 0.0 0.0
H 0.255782 -4.823930 3.043083 0.0 0.0 0.0
H 1.387125 -3.853126 -0.311836 0.0 0.0 0.0
H 1.405567 -5.073214 0.949258 0.0 0.0 0.0
H 2.342825 -3.606046 1.167004 0.0 0.0 0.0
H 2.002559 3.023556 0.872300 0.0 0.1 0.0
H 3.535061 2.958729 1.723338 0.0 0.0 0.0
H 2.048454 2.869373 2.633177 0.0 0.0 0.0
H 3.041197 0.658072 -0.561405 0.1 0.0 0.1
H 4.030331 -0.296333 0.549338 0.0 0.0 0.0
H 4.341405 1.409088 0.351111 0.0 0.0 0.0
H 2.737940 0.712673 3.749318 -0.1 0.0 0.1
H 4.283037 0.855658 2.925079 0.0 0.0 0.0
H 3.352444 -0.633835 2.786009 0.0 0.0 0.0
H -1.530281 2.903376 1.906004 0.0 0.0 0.1
H 0.160798 3.247486 2.370056 -0.1 0.0 0.0
H -1.130312 3.384458 3.544170 0.0 0.0 0.0
H -2.698040 0.766473 2.592481 0.0 0.0 0.1
H -2.562425 1.668150 4.097753 0.0 0.0 0.0
H -2.117809 -0.021763 4.081360 0.0 0.0 0.0
H 1.074234 1.870630 4.398768 0.1 0.0 0.0
H 0.353116 0.302074 4.802933 0.0 0.0 0.0
H -0.457348 1.801161 5.247004 0.0 0.0 0.0
N -0.290590 1.969696 -0.164914 -0.2 -0.4 -0.1
C -0.391230 3.149473 -0.241237 0.1 0.1 0.1
C -0.510963 4.451739 -0.494734 0.0 0.1 -0.2
C -0.516750 5.444248 0.526337 0.1 0.1 0.0
N -0.494889 6.234824 1.359525 0.0 -0.1 0.0
C -0.602690 4.722450 -1.900772 -0.1 0.0 0.0
N -0.657265 4.752285 -3.049658 0.0 0.0 0.1

---

No. 3
16
Properties=species:S:1:pos:R:3:forces:R:3 method="wB97M-V/def2-TZVPD" e_homo_ev=-8.1 total_charge=0 e_above_lowest_kcal_mol=88.57 e_lumo_ev=-0.3 orbital_gap_ha=0.28655
C 1.423326 -0.754053 0.268772 0.1 -0.1 -0.1
C 0.408075 0.218470 0.825656 -0.1 -0.3 0.2
C 0.296470 1.644476 -0.196408 0.1 0.3 0.2
O -0.534676 1.362006 -1.163795 0.0 0.2 -0.3
C -0.970197 0.025033 0.553359 0.1 -0.2 0.1
C -1.477647 -1.006773 -0.363718 0.0 0.1 0.1
H 1.353139 -1.743173 0.736205 0.0 0.1 -0.1
H 2.438283 -0.380073 0.435538 -0.2 0.0 0.0
H 1.291644 -0.872288 -0.811369 0.0 0.0 0.1
H 0.629064 0.601372 1.820769 0.0 0.0 -0.1
H 1.345808 1.913551 -0.466353 -0.2 -0.1 0.0
H -0.043869 2.344309 0.593063 0.0 -0.1 -0.2
H -1.682207 0.642752 1.096972 0.1 0.0 -0.1
H -2.566331 -1.026193 -0.432365 0.2 0.0 0.0
H -1.086768 -1.993479 -0.087733 0.0 0.1 0.0
H -1.054267 -0.733617 -1.343158 0.0 -0.1 0.1

---

No. 4
9
Properties=species:S:1:pos:R:3:forces:R:3 method="wB97M-V/def2-TZVPD" e_homo_ev=-9.3 total_charge=0 e_above_lowest_kcal_mol=7.45 e_lumo_ev=-0.4 orbital_gap_ha=0.32592
C 0.144448 -0.484516 -0.419065 1.2 2.0 1.6
C -0.831927 -1.122866 0.468096 -1.4 -1.3 0.3
S -1.996799 0.077844 1.134357 -2.3 0.7 -0.1
I 0.059859 -1.829483 2.376284 0.1 0.2 -0.8
I -1.649848 -2.800569 -0.573494 -0.4 -0.2 0.1
H 1.023911 -1.068863 -0.557748 0.9 -0.4 0.3
H -0.169394 -0.245476 -1.402141 -1.0 0.3 -0.8
H 0.296068 0.462691 0.176995 0.9 -0.6 -1.2
H -3.162462 0.252184 0.290149 2.0 -0.7 0.6

---

What did the third record say?
16
Properties=species:S:1:pos:R:3:forces:R:3 method="wB97M-V/def2-TZVPD" e_homo_ev=-8.1 total_charge=0 e_above_lowest_kcal_mol=88.57 e_lumo_ev=-0.3 orbital_gap_ha=0.28655
C 1.423326 -0.754053 0.268772 0.1 -0.1 -0.1
C 0.408075 0.218470 0.825656 -0.1 -0.3 0.2
C 0.296470 1.644476 -0.196408 0.1 0.3 0.2
O -0.534676 1.362006 -1.163795 0.0 0.2 -0.3
C -0.970197 0.025033 0.553359 0.1 -0.2 0.1
C -1.477647 -1.006773 -0.363718 0.0 0.1 0.1
H 1.353139 -1.743173 0.736205 0.0 0.1 -0.1
H 2.438283 -0.380073 0.435538 -0.2 0.0 0.0
H 1.291644 -0.872288 -0.811369 0.0 0.0 0.1
H 0.629064 0.601372 1.820769 0.0 0.0 -0.1
H 1.345808 1.913551 -0.466353 -0.2 -0.1 0.0
H -0.043869 2.344309 0.593063 0.0 -0.1 -0.2
H -1.682207 0.642752 1.096972 0.1 0.0 -0.1
H -2.566331 -1.026193 -0.432365 0.2 0.0 0.0
H -1.086768 -1.993479 -0.087733 0.0 0.1 0.0
H -1.054267 -0.733617 -1.343158 0.0 -0.1 0.1